(1)
50
Properties=species:S:1:pos:R:3:forces:R:3:lowdin_charge:R:1 method="wB97M-V/def2-TZVPD" e_tot_ha=-2444.21758 relative_energy_kj_mol=80.6
Tl -0.147776 0.002958 0.082833 0.4303 0.3903 0.0676 0.72
C -0.229469 4.435595 2.216280 0.0852 0.0648 -0.0650 -0.07
C 1.051279 4.944108 2.038704 -0.0585 -0.0623 0.0034 -0.07
C 2.031416 4.140930 1.489931 0.0410 -0.0520 0.0237 -0.02
C 1.737026 2.816124 1.130554 -0.1634 0.2464 0.0961 -0.23
N 0.481801 2.367167 1.256574 0.0645 -0.0177 0.1304 0.01
C -0.457470 3.140562 1.788464 -0.1201 0.1028 0.0062 -0.16
C 2.756476 1.863572 0.624006 0.2400 -0.3617 -0.1160 -0.23
C 4.112676 2.189560 0.768684 -0.1104 0.0563 0.0028 -0.07
C 5.100170 1.342777 0.300809 0.1004 -0.0591 -0.0380 -0.11
C 4.739690 0.139469 -0.287212 0.0402 -0.0021 -0.0002 -0.12
C 3.396850 -0.201479 -0.377062 -0.1627 -0.0355 -0.0911 -0.17
C 2.356622 0.631840 0.050839 -0.2776 0.0871 0.1869 -0.21
H -1.020817 5.033087 2.646948 -0.0214 -0.0422 0.0141 0.10
H 1.282352 5.961133 2.330168 0.0113 0.0024 -0.0165 0.10
H 3.023295 4.541364 1.345688 0.0160 -0.0146 -0.0234 0.10
H -1.445872 2.695113 1.875435 0.0280 -0.0082 -0.0245 0.10
H 4.420761 3.098815 1.270971 -0.0203 0.0355 -0.0362 0.09
H 6.144583 1.613338 0.398326 -0.0167 0.0136 0.0332 0.09
H 5.504367 -0.529861 -0.667391 -0.0028 -0.0097 0.0347 0.09
H 3.154118 -1.167445 -0.817783 -0.0025 0.0180 -0.0378 0.07
N 0.553484 -3.887345 -0.160494 -0.0235 0.0162 0.1650 0.10
C -0.136344 -3.549298 -1.286461 -0.2548 -0.2896 -0.4658 -0.69
N -0.544549 -2.354499 -1.551466 0.0911 0.1212 0.0091 0.02
C -1.299406 -2.304672 -2.704945 0.1036 -0.4421 0.0212 -0.33
C -1.441188 -3.497703 -3.337660 0.0365 0.0011 -0.0740 -0.36
S -0.639133 -4.749686 -2.460524 0.0978 0.2276 0.1859 1.03
C -1.902677 -1.032250 -3.105833 -0.3151 0.2857 -0.1829 -0.34
C -2.860389 -0.870553 -4.054586 0.0452 -0.0764 -0.0065 -0.37
S -3.362030 0.778492 -4.137450 0.2420 0.0611 0.2290 1.02
C -2.210641 1.147819 -2.862693 -0.3625 -0.2961 -0.3813 -0.69
N -1.539355 0.125707 -2.449962 0.2154 -0.0298 -0.0656 0.01
N -2.118465 2.389798 -2.317823 -0.0243 -0.0051 0.1116 0.10
H 0.895873 -3.112645 0.385145 0.0612 -0.0021 -0.0306 0.08
H 1.120162 -4.715388 -0.162736 0.0445 0.0034 -0.0437 0.09
H -1.934325 -3.725093 -4.268014 -0.0406 0.0651 0.0238 0.07
H -3.310159 -1.614782 -4.690316 0.0008 0.0044 0.0215 0.07
H -2.418363 3.187113 -2.845322 0.0559 0.0616 -0.0044 0.09
H -1.399727 2.519931 -1.624118 0.0384 0.0675 -0.0767 0.08
I -3.407187 -0.738637 1.702298 0.0700 -0.1854 0.2965 0.80
C -1.860659 -1.243165 3.076143 -0.1299 0.2042 -0.2378 -0.76
C -2.206344 -1.852289 4.272246 0.0112 -0.0982 0.1155 -0.13
C -1.186524 -2.098076 5.178355 -0.0503 0.0355 -0.1031 -0.06
C 0.114323 -1.738454 4.852141 0.0487 -0.0186 0.0755 -0.06
C 0.346679 -1.151033 3.621016 -0.0386 -0.0738 -0.0119 -0.13
N -0.634757 -0.909443 2.750754 -0.0378 -0.0349 0.2174 -0.07
H -3.231533 -2.123546 4.477746 -0.0016 0.0387 0.0213 0.09
H -1.408612 -2.560674 6.131116 0.0049 -0.0161 -0.0025 0.11
H 0.927893 -1.911057 5.543324 0.0181 0.0100 -0.0327 0.11
H 1.340741 -0.860162 3.295949 -0.0068 0.0129 0.0756 0.12

(2)
11
Properties=species:S:1:pos:R:3:forces:R:3:lowdin_charge:R:1 method="wB97M-V/def2-TZVPD" e_tot_ha=-645.34287 relative_energy_kj_mol=443.2
C 1.117793 0.009551 0.807330 5.1754 3.8720 1.5914 -0.42
C -0.204127 0.556886 0.293362 -1.2783 -3.4241 2.3712 -0.62
C -0.093089 1.235614 -0.915893 -3.3072 5.0971 -13.0402 -0.28
H 0.665986 -1.339882 2.097513 -0.8913 -1.6190 -0.0040 0.06
H 1.674044 1.007262 1.068467 -0.7565 -1.1996 -0.7228 0.15
H 2.035734 -0.478248 0.293937 -2.5266 0.3867 -0.9277 0.17
H -0.897438 0.857632 1.212804 1.6957 -0.0184 -2.2624 0.18
H -2.270965 -0.837561 -0.711572 2.9470 -0.1266 0.6574 -0.02
N -0.372763 1.584436 -2.150612 3.0481 -2.5956 11.3047 0.12
O 1.145463 -0.540133 2.070343 -0.4408 0.5017 1.2888 -0.06
S -0.792824 -1.049468 -0.411150 -3.6656 -0.8742 -0.2564 0.73

(3)
52
Properties=species:S:1:pos:R:3:forces:R:3:lowdin_charge:R:1 method="wB97M-V/def2-TZVPD" e_tot_ha=-4519.72179 relative_energy_kj_mol=35.4
C 3.980776 -0.525651 2.608567 0.2864 -0.1645 0.1510 0.04
N 2.519240 -0.413491 2.746840 -1.1061 -1.4728 0.9054 -0.01
C 1.747557 -1.205278 3.474750 0.6383 0.8339 -0.5975 0.08
C 0.254483 -1.011062 3.194516 0.7474 2.6627 0.9285 -0.12
C 0.375044 0.232654 2.279040 -0.2883 0.6865 0.0426 -0.08
C 1.732761 0.502326 2.008217 -0.6605 -0.1408 -0.6688 -0.17
C 2.162319 1.503668 1.146397 -0.2890 0.4531 -0.2943 0.01
C 1.184294 2.378240 0.607579 0.8591 -1.4749 0.7841 0.00
C -0.149112 2.237370 0.992154 -0.5301 0.1484 -0.1821 -0.02
B -1.310256 3.294969 0.379283 1.5581 -1.4851 0.7599 -1.07
F -2.468995 2.519351 0.289147 -0.6204 0.4569 -0.1725 0.10
F -1.360170 4.308839 1.332336 -0.6127 0.5727 -0.2117 0.11
F -0.820462 3.695713 -0.863714 -0.4249 0.4813 -0.2064 0.10
C -0.546984 1.190191 1.856601 0.3930 -0.6605 0.2689 0.05
H 4.347970 0.228549 1.912374 -0.2474 -0.0792 0.1859 0.09
H 4.492269 -0.400047 3.566733 -0.3054 0.0697 -0.0692 0.11
H 4.240665 -1.511928 2.212221 -0.2349 0.1642 0.0320 0.11
H 2.179031 -1.924070 4.167222 0.0056 -0.0176 -0.3285 0.16
H -0.340610 -0.728549 4.111742 0.9874 -0.0921 -0.5129 0.19
H 3.211119 1.595922 0.859407 -0.2541 0.1030 0.2021 0.10
H 1.499014 3.129232 -0.111410 -0.2365 -0.0362 0.1552 0.12
H -1.575459 1.134531 2.229101 0.2416 0.0286 -0.5324 0.11
O -3.074414 -5.870135 0.663517 -0.2399 -0.0725 1.5957 0.13
C -3.207749 -5.693365 1.793767 0.6283 0.1864 -3.2656 -0.15
Co -3.334059 -5.398468 3.525657 0.8753 1.6712 -0.4043 0.08
C -4.593558 -6.509900 4.110175 -2.2607 -1.1665 2.0975 -0.14
O -5.385095 -7.254336 4.513122 1.6836 1.3454 -1.1853 0.12
C -1.971001 -6.360104 4.011780 2.4441 -0.8928 1.6826 -0.16
O -1.010381 -6.921122 4.358083 -2.3132 1.1371 -1.0783 0.12
C -2.372596 -3.539794 3.907057 1.8925 -1.2658 2.8435 -0.21
C -1.726623 -2.650338 3.113702 -0.8735 -1.3766 0.2837 -0.09
C -0.312215 -2.337202 2.744065 -0.0567 -1.8129 -0.1293 -0.22
C -0.065917 -2.618930 1.268848 -0.2587 0.1303 0.2116 -0.19
C 1.085327 -3.303642 0.890198 0.0558 0.1637 -0.0224 -0.04
C 1.472111 -3.306550 -0.447957 -0.2297 -0.0908 0.0841 -0.07
C 0.650694 -2.702121 -1.403760 0.2104 0.2083 -0.0403 -0.07
C -0.550487 -2.099707 -1.030634 -0.1456 -0.2089 0.3326 -0.04
C -0.921576 -2.078710 0.317886 0.0358 0.0949 -0.6031 -0.02
Co -3.547966 -2.613906 2.895635 -2.0546 0.5208 -2.2199 0.06
C -3.782839 -0.870456 3.032286 0.1165 1.6364 0.3999 -0.10
O -3.819683 0.265949 3.141007 -0.1101 -1.1133 -0.1602 0.17
C -5.156907 -3.185349 3.455371 -1.2836 -0.2687 1.1561 -0.14
O -6.230106 -3.427682 3.775034 1.0213 0.1944 -0.4270 0.15
C -4.018350 -2.934447 1.190609 -0.9903 -0.2704 -3.0727 -0.13
O -4.439362 -3.101215 0.127982 0.9531 0.3532 2.2428 0.16
H -2.365954 -3.491264 5.020558 0.5811 -0.3663 -0.6704 0.10
H 0.272964 -3.074809 3.318749 -0.1171 -0.0083 -0.2285 0.14
H 1.653863 -3.841816 1.654975 0.0376 0.2824 -0.2688 0.12
H 2.408492 -3.786803 -0.726040 -0.2674 0.0394 -0.0886 0.10
H 0.964770 -2.681458 -2.447195 -0.1098 -0.0580 0.2492 0.11
H -1.214597 -1.643865 -1.766874 0.2838 -0.1797 0.1472 0.12
H -1.888920 -1.665477 0.615776 0.5851 0.1501 -0.1011 0.10

(4)
95
Properties=species:S:1:pos:R:3:forces:R:3:lowdin_charge:R:1 method="wB97M-V/def2-TZVPD" e_tot_ha=-4590.76789 multiplicity=4 relative_energy_kj_mol=18.5
Co 0.725916 -0.267029 0.066917 0.0581 -0.0569 -0.0123 0.68
O 5.593049 1.164184 4.816808 -0.2562 -0.0056 0.2769 -0.03
C 5.341923 0.010992 4.431390 0.7320 0.1359 -0.7214 -0.69
O 5.860103 -1.085636 4.692723 -0.2485 -0.0900 0.2728 -0.03
C 4.293956 -0.049033 3.284815 -0.2725 -0.0495 0.1897 -0.07
C 3.677867 1.111283 2.834570 0.0052 -0.0332 0.0352 0.07
C 2.719683 1.018759 1.840496 0.0334 0.0249 0.0207 -0.17
N 2.385847 -0.157459 1.310287 0.1244 0.0159 -0.0597 0.07
C 2.958607 -1.281718 1.734863 -0.0053 -0.0130 0.0172 -0.18
C 3.930964 -1.263719 2.721660 0.0070 0.0218 0.0307 0.07
C 2.431319 -2.515147 1.088724 0.0257 -0.0529 0.0015 -0.19
C 2.936366 -3.780644 1.356683 -0.0057 0.0208 -0.0040 0.01
C 2.389089 -4.869824 0.700668 0.0000 -0.0243 -0.0152 -0.04
C 1.362490 -4.672826 -0.209171 0.0200 0.0143 0.0117 -0.04
C 0.916444 -3.380765 -0.429538 0.0410 -0.0068 -0.0142 -0.08
N 1.435018 -2.332933 0.209596 -0.0715 0.1172 -0.0048 0.07
C 1.943950 2.176652 1.314758 0.0019 0.0634 0.0092 -0.18
C 2.185638 3.486520 1.713184 -0.0008 -0.0058 -0.0195 0.01
C 1.402909 4.500883 1.190379 -0.0036 0.0146 -0.0061 -0.04
C 0.397352 4.191649 0.286405 0.0117 -0.0099 0.0119 -0.04
C 0.217622 2.864605 -0.058576 -0.0011 -0.0115 -0.0147 -0.11
N 0.970149 1.887714 0.440027 -0.0059 -0.0881 0.0266 0.06
H 3.977428 2.033761 3.313744 -0.0195 0.0168 -0.0199 0.12
H 4.425100 -2.145629 3.106826 -0.0203 -0.0155 -0.0115 0.12
H 3.743298 -3.908807 2.062988 0.0075 0.0071 -0.0029 0.12
H 2.770278 -5.864213 0.893027 -0.0060 -0.0005 0.0055 0.11
H 0.917027 -5.496608 -0.748177 0.0017 -0.0045 0.0009 0.11
H 0.142242 -3.156737 -1.153939 -0.0030 -0.0046 0.0049 0.10
H 2.974212 3.706594 2.417401 0.0075 -0.0106 -0.0008 0.12
H 1.579238 5.526419 1.487481 -0.0039 0.0015 -0.0037 0.11
H -0.234012 4.956558 -0.143090 0.0008 0.0048 0.0016 0.11
H -0.554117 2.554960 -0.754038 0.0039 -0.0093 0.0044 0.09
C -0.504821 2.504184 -6.583340 -0.0034 0.0024 -0.0006 -0.05
C -1.233110 2.125289 -5.319062 -0.0269 0.0053 0.0036 -0.26
C -1.302677 3.036360 -4.269103 -0.0025 -0.0019 0.0105 -0.06
C -1.994470 2.718445 -3.109112 -0.0117 0.0230 -0.0511 -0.10
C -2.641593 1.502021 -2.991437 -0.0136 0.0328 0.0473 -0.02
C -2.582516 0.582748 -4.037610 -0.0741 -0.0085 0.0249 -0.20
N -3.304676 -0.612007 -3.985703 0.1329 -0.0495 -0.0843 0.10
C -3.770242 -1.245355 -2.831270 -0.1127 0.0290 0.0803 -0.20
C -5.074680 -1.739787 -2.810322 0.0012 0.0112 0.0063 -0.02
C -5.562181 -2.417276 -1.705976 -0.0117 -0.0212 0.0025 -0.09
C -4.764834 -2.583311 -0.582705 -0.0002 0.0076 -0.0082 -0.09
C -3.475166 -2.074937 -0.592608 0.0183 0.0419 -0.0026 -0.04
C -2.959185 -1.423943 -1.707190 -0.0019 0.0121 -0.0833 -0.08
C -1.488362 -1.080592 -1.701575 0.0347 -0.0753 0.1440 -0.61
O -0.759869 -1.579342 -2.554046 -0.0210 -0.0008 -0.0515 0.04
O -1.108369 -0.343800 -0.715394 -0.1441 0.0552 -0.0038 -0.11
C -1.844033 0.873563 -5.193930 -0.0062 0.0445 -0.0356 -0.18
C -1.735262 -0.167166 -6.273537 0.0136 -0.0126 0.0048 -0.03
H -0.152963 3.533333 -6.529299 0.0050 -0.0055 0.0054 0.08
H -1.152385 2.413707 -7.457021 -0.0101 0.0039 0.0002 0.09
H 0.363061 1.865876 -6.770981 -0.0051 0.0173 -0.0049 0.07
H -0.824807 4.003259 -4.370524 -0.0004 -0.0011 0.0025 0.11
H -2.067818 3.443571 -2.307415 0.0027 0.0050 0.0020 0.10
H -3.214480 1.266217 -2.103580 0.0118 0.0033 -0.0116 0.12
H -3.737088 -0.902912 -4.845093 0.0123 -0.0125 -0.0025 0.14
H -5.710613 -1.578595 -3.673236 0.0056 -0.0043 -0.0073 0.11
H -6.572795 -2.804669 -1.720633 -0.0022 0.0047 0.0046 0.10
H -5.140133 -3.109955 0.284820 0.0030 0.0045 0.0008 0.10
H -2.822467 -2.211292 0.261278 0.0005 0.0023 0.0425 0.11
H -1.649719 -1.159256 -5.828050 -0.0042 -0.0060 0.0093 0.09
H -0.860417 -0.004710 -6.900160 -0.0108 0.0080 -0.0114 0.07
H -2.606599 -0.168894 -6.937533 -0.0051 -0.0064 0.0101 0.09
C -0.065638 0.178481 8.548896 -0.0070 -0.0002 0.0106 -0.04
C -0.369338 0.273934 7.080158 0.0109 -0.0413 0.0042 -0.26
C -0.253087 -0.840816 6.251414 0.0007 0.0334 0.0360 -0.02
C -0.493803 -0.749098 4.891369 0.0115 0.0172 -0.0230 -0.06
C -0.861967 0.475107 4.354659 0.0300 -0.0550 0.0201 -0.40
C -0.972875 1.602171 5.153526 -0.0191 0.0180 0.0195 -0.08
C -0.736663 1.491988 6.514516 -0.0141 0.0182 -0.0313 -0.03
S -1.102724 0.627224 2.601916 0.0958 -0.0005 -0.0819 0.97
C -2.794765 0.064408 2.471149 -0.0024 -0.0640 0.0045 -0.21
O -0.272035 -0.481072 1.998469 -0.1272 0.0060 0.0295 -0.53
H 0.022150 -0.858570 8.868248 0.0028 0.0007 -0.0021 0.08
H -0.845187 0.655875 9.143318 -0.0018 0.0053 -0.0037 0.08
H 0.876244 0.679986 8.777565 0.0059 -0.0053 -0.0065 0.09
H 0.046757 -1.789986 6.678008 0.0060 0.0000 -0.0029 0.12
H -0.366279 -1.604644 4.240231 -0.0025 0.0052 -0.0028 0.11
H -1.227179 2.560263 4.715541 0.0002 0.0072 -0.0033 0.11
H -0.816363 2.370091 7.143732 -0.0004 0.0026 0.0026 0.12
H -2.883156 -0.919251 2.930319 0.0260 -0.0089 0.0082 0.07
H -3.009722 0.011803 1.404357 -0.0333 0.0253 -0.0132 0.04
H -3.441529 0.784877 2.971070 -0.0066 -0.0008 -0.0191 0.06
Cl 4.858747 -1.720900 -3.642553 0.0028 -0.0053 0.0003 0.69
C 3.395104 -0.835768 -3.381749 0.0474 0.0031 0.0369 -0.64
C 2.727102 -0.240894 -4.437036 0.0247 -0.0062 -0.0421 -0.06
C 1.564883 0.453480 -4.162136 0.0287 0.0097 -0.0094 -0.01
C 1.107004 0.509455 -2.857629 0.0229 0.0334 0.0187 -0.10
N 1.761436 -0.058973 -1.845052 -0.0552 -0.1152 -0.0948 0.03
C 2.890204 -0.718955 -2.100933 -0.0057 0.1102 0.0394 -0.14
H 3.114583 -0.325733 -5.443369 0.0000 0.0002 -0.0012 0.11
H 0.999089 0.933901 -4.945615 0.0288 -0.0279 0.0361 0.08
H 0.175804 1.008544 -2.619390 0.0165 -0.0037 0.0038 0.10
H 3.411514 -1.160508 -1.261545 -0.0182 -0.0357 0.0133 0.11